Computed, not measured: a structure of composition C23H31N5O5S at a distorted geometry, with ωB97M-V/def2-TZVPD.

Element x y z (Å)
C1 -0.46354 4.31481 -1.10359
C2 -1.63399 3.37077 -0.83920
O1 -1.50177 2.09395 -1.43668
C3 -1.43605 2.12722 -2.84945
C4 -1.25239 0.71436 -3.39398
H1 -1.99595 0.05855 -2.93564
H2 -1.43426 0.73600 -4.46927
C5 0.15955 0.17021 -3.15583
N1 0.42295 -0.10236 -1.75361
C6 1.19677 0.78220 -1.07278
O2 1.62200 1.79296 -1.62109
C7 1.45803 0.62432 0.36678
C8 1.98211 -0.31159 1.25298
N2 2.40888 -1.57387 1.03363
H3 1.98264 -2.12396 0.30625
H4 2.64447 -2.06690 1.89004
C9 2.16157 0.31072 2.53635
N3 1.83285 1.58444 2.61202
S1 1.32113 2.15063 1.19235
C10 2.64265 -0.40163 3.73709
O3 2.99534 -1.57068 3.72896
N4 2.63880 0.35802 4.85078
H5 2.95925 -0.03112 5.72057
H6 2.35687 1.32097 4.78668
C11 -0.08617 -1.36562 -1.27805
C12 0.86678 -2.51676 -1.53316
C13 2.15600 -2.31300 -2.01165
C14 2.99343 -3.38479 -2.26165
C15 2.55465 -4.68313 -2.03437
C16 1.26207 -4.89397 -1.56131
C17 0.42831 -3.82177 -1.32324
H7 -0.57048 -3.99465 -0.95557
H8 0.93099 -5.90542 -1.39124
O4 3.34150 -5.76505 -2.26661
H9 4.21308 -5.48031 -2.56711
H10 3.99414 -3.20931 -2.63278
H11 2.52225 -1.31200 -2.18461
C18 -0.63884 -1.33539 0.17021
O5 -0.47723 -2.25765 0.94203
N5 -1.42612 -0.27790 0.41535
H12 -1.44658 0.50513 -0.22875
C19 -2.25319 -0.21863 1.60723
C20 -1.51327 0.32549 2.84434
H13 -0.43841 0.19699 2.75534
H14 -1.84282 -0.22370 3.72642
C21 -1.94314 1.78385 2.95148
H15 -1.80070 2.18597 3.95289
H16 -1.37022 2.39676 2.25444
C22 -3.41293 1.73293 2.54322
H17 -4.00892 1.36160 3.37813
H18 -3.80434 2.70671 2.25178
C23 -3.44670 0.72764 1.38701
H19 -3.32491 1.24516 0.43507
H20 -4.38995 0.18476 1.35238
H21 -2.57003 -1.24922 1.79726
H22 -0.99375 -1.57649 -1.86572
H23 0.89252 0.90975 -3.48619
H24 0.30267 -0.75407 -3.72410
H25 -2.36909 2.56336 -3.24226
H26 -0.59512 2.74992 -3.17340
H27 -1.70457 3.16278 0.23061
H28 -2.57797 3.83159 -1.17151
H29 -0.43304 5.07802 -0.33165
H30 -0.55735 4.80624 -2.06898
H31 0.46953 3.75618 -1.08462

Values from the calculation:
E_LUMO   0.252 eV
DFT total energy   -52879.3871 eV
HOMO level   -8.0 eV
ΔE to the lowest compared entry with this formula, charge and spin   37.2 kJ/mol
Max |F|   1.0 eV Å⁻¹